(1)
119
Properties=species:S:1:pos:R:3:forces:R:3:lowdin_charge:R:1 method="wB97M-V/def2-TZVPD" total_charge=+1 gap_ha=0.2329 energy_ha=-8410.35108
C 1.80024 -4.67418 1.31501 0.1 0.4 -0.3 -0.068
C 2.06762 -3.21012 0.90483 0.0 -0.3 1.1 -0.245
O 2.11309 -3.00937 -0.51448 -0.2 -0.1 0.1 -0.131
C 0.83634 -3.18282 -1.07193 0.1 0.9 0.0 -0.209
C 0.85839 -2.51744 -2.45766 1.6 -0.1 0.4 -0.084
O -0.18696 -2.96836 -3.35855 0.0 0.6 0.2 0.013
N -1.32707 -3.30110 -2.70243 0.5 0.0 -0.4 0.006
C -2.22495 -2.52316 -1.98161 -0.5 0.3 0.9 -0.073
C -2.07536 -1.05227 -1.74728 1.0 0.7 -0.3 -0.370
O -1.28842 -0.43869 -2.42522 -0.3 -0.4 0.0 0.157
N -2.80024 -0.35612 -0.74931 -0.2 -0.4 -0.5 0.177
C -3.44553 0.76994 -1.38512 -0.8 0.2 -1.4 -0.473
O -4.05589 0.66730 -2.40154 0.3 0.1 0.7 0.195
F -3.32458 1.95368 -0.80090 0.4 -0.9 0.5 0.157
C -3.17884 -3.41137 -1.59065 -0.6 0.3 0.4 -0.569
Br -4.69878 -3.06618 -0.52013 0.5 -0.3 -0.4 0.938
N -2.88752 -4.66300 -2.09623 -0.1 0.8 1.0 -0.135
P -3.74990 -6.23235 -1.99585 -0.4 -1.9 -1.7 0.942
C -3.49380 -6.96529 -0.31838 -0.9 1.0 0.1 -0.223
O -5.35289 -5.85927 -2.09408 1.4 0.0 1.2 -0.295
C -1.71432 -4.55403 -2.77318 -0.7 -1.3 -0.1 -0.245
C -1.02496 -5.68003 -3.48118 0.5 0.5 -0.1 0.026
H 1.56478 -4.67695 2.38774 0.3 -0.1 -0.2 0.084
H 0.92662 -5.12092 0.81134 0.3 0.2 0.1 0.051
H 2.68348 -5.28620 1.09404 -0.3 0.0 0.2 0.081
H 3.00976 -2.84847 1.36984 -0.6 -0.2 -0.7 0.104
H 1.26761 -2.58816 1.35036 0.3 0.0 -0.4 0.119
H 0.58285 -4.25571 -1.11617 -0.2 0.3 -0.1 0.118
H 0.13050 -2.60577 -0.43793 -0.1 -0.6 -0.1 0.132
H 0.90428 -1.42286 -2.38290 -0.5 -0.3 0.0 0.131
H 1.80881 -2.80655 -2.93274 -0.5 -0.2 -0.1 0.128
H -3.48751 -0.94251 -0.28227 0.0 0.3 0.2 0.048
H -2.49058 -6.76796 0.07763 -0.3 -0.1 -0.1 0.052
H -3.67273 -8.04295 -0.44079 0.3 0.3 -0.1 0.053
H -4.28586 -6.59798 0.35877 0.6 0.0 0.1 0.045
H -5.67109 -5.72770 -1.18558 -0.5 0.2 -0.3 0.025
H -0.50411 -5.27034 -4.35533 -0.1 -0.1 0.2 0.105
H -0.25757 -6.13868 -2.83680 -0.3 0.2 -0.1 0.110
H -1.73497 -6.45132 -3.78892 0.1 0.3 0.1 0.060
C 5.88557 0.49723 2.07403 0.1 -0.2 0.0 -0.259
S 4.09585 0.48389 1.89498 -0.1 0.2 0.1 0.832
O 3.63126 -0.90588 2.18197 0.1 -0.1 0.0 -0.566
C 4.08105 0.69235 0.11409 0.1 -0.3 -0.1 -0.263
H 6.12414 0.34021 3.12444 -0.1 0.0 0.0 0.049
H 6.32337 -0.30277 1.47546 -0.1 0.0 0.0 0.059
H 6.27312 1.46409 1.75277 -0.1 0.0 0.0 0.053
H 4.63607 -0.12091 -0.35920 0.1 0.0 0.1 0.043
H 4.52684 1.65065 -0.14472 -0.1 0.0 0.1 0.015
H 3.04712 0.67322 -0.22680 0.0 0.1 0.1 0.050
C -1.70207 2.37913 2.39646 0.0 -0.1 -0.3 -0.286
S -0.02603 2.35134 1.74857 -0.1 0.0 0.0 0.784
O 0.86638 2.89867 2.80230 -0.1 0.1 0.0 -0.549
C -0.26962 3.65008 0.52511 0.0 0.1 -0.1 -0.261
H -1.76944 1.66320 3.20984 0.1 0.1 0.0 0.020
H -1.93706 3.37528 2.77104 0.1 0.0 0.0 0.042
H -2.40012 2.09989 1.60505 0.1 0.0 -0.1 0.031
H -0.59510 4.56592 1.01996 0.0 0.0 0.1 0.060
H -1.01563 3.32766 -0.20255 0.0 0.0 0.0 0.035
H 0.67893 3.82560 0.01885 0.0 -0.1 0.0 0.046
C -3.46417 4.14472 6.27016 0.2 -0.1 0.0 -0.273
S -1.96719 3.37277 5.64561 0.0 0.2 0.2 0.816
O -2.33086 1.98684 5.22632 -0.2 -0.1 0.3 -0.561
C -1.13563 3.24009 7.23362 0.1 -0.1 0.1 -0.261
H -4.15238 4.28540 5.44279 0.0 0.0 0.0 0.015
H -3.92742 3.50411 7.02087 0.0 -0.1 0.0 0.060
H -3.21767 5.11417 6.70403 0.0 0.0 0.0 0.062
H -1.74642 2.65464 7.92129 -0.1 0.0 -0.1 0.058
H -0.96363 4.23827 7.63623 0.0 0.0 -0.1 0.054
H -0.18031 2.74173 7.07867 0.0 0.0 -0.1 0.053
C -8.49058 3.36539 6.48905 -0.1 0.1 0.1 -0.265
S -7.00053 3.27592 5.48650 0.0 -0.2 0.0 0.812
O -6.32396 4.60338 5.57814 -0.3 0.1 -0.1 -0.565
C -7.84214 3.21722 3.90176 -0.1 0.0 0.0 -0.271
H -8.19519 3.45031 7.53318 0.1 0.0 0.0 0.051
H -9.07575 4.23952 6.20254 0.1 0.0 -0.1 0.061
H -9.07588 2.45654 6.34898 0.0 0.0 0.0 0.053
H -8.46910 4.09966 3.78052 0.0 0.0 0.0 0.030
H -8.44955 2.31322 3.84461 0.0 0.0 0.0 0.056
H -7.08988 3.19778 3.11533 0.0 0.0 0.1 0.050
C 4.43814 -1.44744 -3.35874 -0.1 0.2 0.0 -0.266
S 6.20274 -1.78880 -3.22948 0.1 -0.2 0.1 0.816
O 6.70757 -1.04658 -2.04014 -0.2 0.2 -0.1 -0.553
C 6.67868 -0.84859 -4.69091 -0.1 0.2 0.0 -0.259
H 3.94065 -1.91425 -2.50831 0.1 0.0 0.1 0.031
H 4.26419 -0.36956 -3.33774 0.0 0.0 0.0 0.058
H 4.05501 -1.87367 -4.28726 0.1 0.0 0.0 0.054
H 6.36133 0.18994 -4.58537 0.0 0.0 0.0 0.039
H 6.22022 -1.29454 -5.57401 0.0 0.0 0.0 0.054
H 7.76229 -0.89040 -4.78412 0.0 -0.1 0.1 0.051
C 8.23714 -5.67067 -5.56644 0.1 0.1 0.0 -0.271
S 7.00759 -6.18226 -4.35596 0.0 -0.1 0.0 0.801
O 6.52854 -4.95364 -3.66538 0.0 -0.1 -0.1 -0.590
C 8.16528 -7.00067 -3.24886 0.1 0.0 0.1 -0.269
H 7.73346 -5.09822 -6.34321 -0.1 0.0 0.0 0.047
H 8.99199 -5.04811 -5.08520 0.0 0.0 0.1 0.059
H 8.70079 -6.55302 -6.00791 0.0 0.0 0.0 0.054
H 8.92452 -6.29141 -2.91862 -0.1 0.0 0.0 0.061
H 8.63106 -7.83967 -3.76636 0.0 0.0 0.0 0.054
H 7.61113 -7.36840 -2.38745 -0.1 0.0 0.0 0.050
C -6.74938 6.76408 1.84627 0.1 -0.1 0.0 -0.265
S -8.53702 6.76980 1.64555 0.0 0.2 0.0 0.819
O -9.01441 5.38540 1.91638 0.1 0.0 -0.1 -0.563
C -8.52941 6.99256 -0.13935 0.0 -0.1 -0.1 -0.272
H -6.52492 6.59532 2.89905 -0.1 0.0 0.0 0.047
H -6.31320 5.96402 1.24680 -0.1 0.0 0.0 0.056
H -6.34716 7.72933 1.53808 0.0 0.0 0.0 0.054
H -7.97837 6.17845 -0.61121 0.0 0.0 0.1 0.057
H -8.07031 7.95084 -0.38281 0.0 0.0 0.0 0.054
H -9.56025 6.98528 -0.48834 0.0 0.0 0.1 0.050
C 5.87296 3.37058 -3.29988 0.0 0.0 -0.1 -0.261
S 5.02011 3.91159 -1.81184 0.1 0.1 0.0 0.804
O 3.69830 3.22630 -1.78419 0.0 0.1 -0.2 -0.562
C 4.73492 5.60024 -2.36032 0.0 0.1 -0.1 -0.266
H 6.11406 2.31420 -3.18761 0.0 0.0 0.1 0.034
H 5.22606 3.50935 -4.16706 -0.1 0.0 0.1 0.061
H 6.79276 3.94331 -3.41944 0.0 0.0 0.0 0.058
H 4.16192 5.59509 -3.28787 0.0 -0.1 0.0 0.059
H 5.69238 6.09945 -2.51028 0.0 0.0 0.0 0.055
H 4.17238 6.11946 -1.58672 0.0 -0.1 0.0 0.052

(2)
106
Properties=species:S:1:pos:R:3:forces:R:3:lowdin_charge:R:1 method="wB97M-V/def2-TZVPD" total_charge=+1 gap_ha=0.2391 energy_ha=-2767.08971
N -0.94661 -0.82547 -1.69862 1.7 -0.8 -1.5 0.121
C 0.03276 -1.84210 -2.19548 -0.8 0.9 0.4 -0.236
N 0.15535 -3.08567 -1.45100 0.1 1.8 -2.1 0.042
C 1.28269 -3.08635 -0.47139 0.9 -0.7 1.6 -0.169
C 1.14467 -2.02402 0.72220 0.9 -0.2 0.8 -0.152
C 2.51056 -1.15744 0.87378 -0.3 0.5 -0.3 -0.191
C 2.12900 0.36925 0.49682 0.0 -0.8 2.1 -0.207
S 3.60014 1.32155 -0.15619 0.5 1.8 -5.5 0.734
O 4.57729 0.46134 -0.89861 -2.1 1.1 3.4 -0.325
O 3.04018 2.32237 -1.15455 0.7 -1.9 3.6 -0.375
O 4.31160 2.16174 1.10548 -1.5 -0.8 -1.7 -0.181
N 0.69078 -1.52570 -3.30459 0.1 -2.1 0.6 0.149
C 1.66913 -2.53007 -3.87995 1.8 0.3 0.9 -0.082
C 2.38561 -2.00026 -5.20711 -0.6 -1.7 -3.6 -0.672
O 2.21695 -2.56479 -6.29425 0.5 1.8 4.2 0.031
Cl 3.51674 -0.56557 -5.17185 -1.4 -1.4 0.7 0.682
H -0.42539 0.07110 -1.60420 -0.4 -0.6 0.1 0.092
H -1.55351 -0.65920 -2.53359 0.2 -0.1 0.9 0.117
H 0.18161 -3.90998 -2.08409 0.2 0.9 0.5 0.139
H 1.28575 -4.12984 0.01796 -0.2 1.6 -1.0 0.144
H 2.31723 -2.97442 -0.96710 -1.6 0.0 0.6 0.111
H 0.99071 -2.60344 1.70660 0.1 0.8 -1.7 0.125
H 0.25674 -1.31487 0.63575 1.1 -1.1 -0.1 0.104
H 2.95377 -1.23213 1.93556 -0.9 0.3 -1.7 0.134
H 3.33836 -1.49139 0.16650 -1.2 0.2 0.8 0.094
H 1.25609 0.44315 -0.24187 1.8 0.1 0.7 0.087
H 1.75292 0.83918 1.48326 0.7 -0.2 -1.7 0.125
H 3.94090 3.08020 1.02365 0.4 -0.9 0.0 0.108
H 0.55866 -0.63697 -3.82537 -0.2 -0.7 0.7 0.185
H 1.21795 -3.57433 -3.98136 0.4 1.8 -0.5 0.153
H 2.50161 -2.63032 -3.08684 -1.2 0.2 -1.3 0.139
C 2.15466 5.84361 -6.80255 0.1 0.0 -0.1 -0.078
C 1.45675 4.80706 -5.94048 0.0 0.1 0.0 -0.280
O 1.98014 3.49246 -6.09489 -0.2 -0.2 0.0 -0.170
C 3.35275 3.32039 -5.76750 0.1 0.1 0.1 -0.285
C 3.68204 3.66327 -4.32528 -0.1 0.1 0.1 -0.076
H 2.10009 5.56311 -7.85785 0.0 0.0 0.1 0.084
H 1.68539 6.82234 -6.67486 0.0 -0.1 0.0 0.080
H 3.21089 5.94353 -6.54590 -0.1 0.1 0.1 0.067
H 0.40434 4.75629 -6.23136 0.1 -0.2 0.0 0.117
H 1.47007 5.09727 -4.88407 0.1 0.0 0.0 0.105
H 3.98146 3.88518 -6.46249 0.0 0.1 0.0 0.109
H 3.58131 2.26307 -5.93805 -0.2 0.1 -0.1 0.076
H 3.48441 4.71356 -4.10100 0.1 0.0 0.0 0.070
H 4.73790 3.47080 -4.11921 -0.1 0.0 0.0 0.085
H 3.07596 3.06383 -3.64000 0.1 0.0 0.0 0.058
C -1.83661 -7.54195 3.00670 -0.1 0.0 -0.1 -0.076
C -0.89933 -6.34785 3.00713 0.0 -0.1 0.1 -0.277
O -0.95088 -5.58278 1.80658 0.2 0.1 -0.2 -0.185
C -2.21045 -5.00973 1.47886 0.0 0.0 0.0 -0.284
C -2.73425 -4.04823 2.53052 0.0 0.0 0.2 -0.076
H -1.61981 -8.19839 2.15965 0.0 0.0 0.1 0.084
H -1.72416 -8.11346 3.93127 0.0 0.1 -0.1 0.083
H -2.88241 -7.23989 2.92581 0.0 0.0 0.1 0.067
H 0.12898 -6.70612 3.10088 0.0 0.2 -0.2 0.118
H -1.08039 -5.70303 3.87389 -0.1 0.0 0.0 0.107
H -2.93958 -5.79663 1.26371 0.0 0.0 0.1 0.108
H -2.06602 -4.46126 0.54222 0.2 -0.1 0.1 0.105
H -2.90892 -4.54577 3.48660 -0.1 0.0 -0.1 0.070
H -3.67989 -3.60696 2.20616 0.1 0.0 0.0 0.081
H -2.01393 -3.24423 2.70769 -0.1 0.0 -0.1 0.075
C -1.73495 4.73525 1.72759 0.1 0.1 0.0 -0.078
C -1.72404 3.23532 1.96156 0.0 0.1 0.1 -0.283
O -0.52651 2.76246 2.56820 0.2 -0.2 -0.3 -0.186
C -0.21724 3.29635 3.85120 0.0 0.0 0.2 -0.278
C -1.27726 3.01450 4.90018 -0.1 0.0 0.0 -0.071
H -0.88394 5.03237 1.10854 -0.1 0.0 0.0 0.082
H -2.65721 5.03458 1.22327 0.1 0.0 0.0 0.081
H -1.66896 5.29432 2.66251 -0.1 0.0 0.0 0.069
H -1.80314 2.72678 0.99666 0.2 -0.1 0.1 0.110
H -2.59408 2.91996 2.54743 0.0 0.1 0.0 0.107
H -0.01102 4.36822 3.77493 -0.1 0.0 0.0 0.108
H 0.72009 2.82555 4.16392 -0.1 0.0 -0.2 0.116
H -2.23518 3.47289 4.64494 0.1 0.1 0.1 0.069
H -0.96692 3.40812 5.87134 0.0 -0.1 -0.1 0.074
H -1.44564 1.93807 4.99539 0.1 0.1 0.0 0.083
C -2.31330 1.53465 10.09238 -0.1 0.1 0.0 -0.081
C -0.95345 1.68129 9.43315 0.0 0.0 0.0 -0.280
O -0.75497 2.94641 8.81344 0.0 0.0 -0.2 -0.177
C -0.82983 4.08281 9.66483 0.1 0.1 0.0 -0.280
C 0.19676 4.07444 10.78321 0.1 -0.1 0.1 -0.080
H -3.11168 1.70068 9.36392 0.1 -0.1 0.0 0.082
H -2.42541 0.53232 10.51362 0.0 0.1 -0.1 0.079
H -2.45463 2.25437 10.90067 0.0 -0.1 0.0 0.067
H -0.86184 0.93238 8.64206 0.1 0.2 -0.1 0.115
H -0.14517 1.47795 10.14406 -0.1 0.0 0.1 0.106
H -1.84443 4.19372 10.05956 0.0 0.0 0.1 0.107
H -0.65085 4.95624 9.03027 0.0 -0.2 -0.1 0.118
H 0.05775 3.22688 11.45777 0.0 0.1 0.0 0.066
H 0.12136 4.98908 11.37641 0.0 -0.1 -0.1 0.080
H 1.20843 4.00357 10.37410 -0.1 0.1 0.0 0.083
C -3.28439 -4.09042 -6.96296 0.1 -0.1 0.1 -0.078
C -3.29509 -2.60187 -7.26150 -0.1 -0.1 -0.1 -0.271
O -2.29953 -1.87132 -6.55175 0.1 0.2 0.3 -0.169
C -0.95098 -2.24471 -6.79815 -0.2 0.0 -0.2 -0.300
C -0.53095 -2.09174 -8.24818 0.0 0.0 -0.1 -0.063
H -3.41325 -4.26696 -5.89127 -0.1 0.0 -0.1 0.079
H -4.09286 -4.59160 -7.50064 0.1 0.1 0.1 0.083
H -2.34447 -4.55963 -7.26013 -0.1 0.0 -0.1 0.066
H -4.25868 -2.18704 -6.95574 0.2 0.1 0.1 0.121
H -3.20682 -2.41344 -8.33654 0.0 -0.1 0.0 0.111
H -0.76813 -3.26270 -6.43804 0.0 -0.1 -0.1 0.102
H -0.33042 -1.58497 -6.18156 -0.2 0.1 0.0 0.088
H -1.11073 -2.73807 -8.91006 0.1 0.0 0.1 0.074
H 0.52376 -2.35011 -8.36873 -0.1 0.0 0.0 0.072
H -0.68095 -1.06197 -8.58362 0.0 -0.1 0.1 0.092